(1)
Entry from OMol25: 7 unconnected molecules or ions with the total composition C43H37NO14 (ωB97M-V/def2-TZVPD).

CARTESIAN COORDINATES (ANGSTROEM)
1 N 0.95 1.63 -0.59
2 C 0.76 0.36 -1.35
3 C 2.07 -0.18 -2.07
4 C 3.34 -0.38 -1.13
5 C 3.32 -1.68 -0.21
6 C 2.66 -1.62 1.23
7 C 3.81 -0.78 1.95
8 O 5.05 -1.38 1.51
9 C 4.80 -2.04 0.24
10 O 5.67 -2.74 -0.31
11 H 1.38 2.36 -1.16
12 H 0.01 1.92 -0.32
13 H -0.03 0.52 -2.17
14 H 0.35 -0.42 -0.63
15 H 1.80 -1.17 -2.57
16 H 2.37 0.58 -2.87
17 H 3.56 0.57 -0.55
18 H 4.23 -0.51 -1.84
19 H 2.91 -2.51 -0.85
20 H 1.64 -1.15 1.34
21 H 2.83 -2.66 1.65
22 H 3.86 0.28 1.53
23 H 3.68 -0.57 3.07
24 O -6.12 -1.99 0.34
25 C -4.93 -1.85 0.54
26 C -4.42 -1.33 1.83
27 C -3.12 -1.17 2.05
28 C -2.12 -1.50 1.01
29 O -0.93 -1.34 1.21
30 C -2.63 -2.01 -0.28
31 C -3.93 -2.18 -0.50
32 H -5.17 -1.09 2.58
33 H -2.73 -0.79 2.98
34 H -1.88 -2.24 -1.04
35 H -4.31 -2.55 -1.44
36 O 8.84 -6.07 3.27
37 C 8.96 -4.88 3.09
38 C 8.03 -4.14 2.21
39 C 8.16 -2.83 2.00
40 C 9.26 -2.06 2.64
41 O 9.38 -0.87 2.46
42 C 10.19 -2.80 3.52
43 C 10.06 -4.11 3.72
44 H 7.24 -4.72 1.75
45 H 7.48 -2.28 1.37
46 H 10.99 -2.22 3.97
47 H 10.73 -4.67 4.36
48 O -3.26 -4.01 -2.58
49 C -3.89 -4.57 -3.46
50 C -4.74 -3.80 -4.40
51 C -5.43 -4.42 -5.36
52 C -5.39 -5.88 -5.52
53 O -6.02 -6.44 -6.40
54 C -4.54 -6.65 -4.58
55 C -3.84 -6.04 -3.62
56 H -4.76 -2.73 -4.26
57 H -6.06 -3.87 -6.05
58 H -4.52 -7.73 -4.71
59 H -3.22 -6.58 -2.93
60 O -3.90 4.84 -0.64
61 C -4.35 4.06 0.18
62 C -5.29 2.99 -0.22
63 C -5.78 2.13 0.67
64 C -5.40 2.21 2.10
65 O -5.85 1.42 2.91
66 C -4.46 3.28 2.50
67 C -3.98 4.14 1.60
68 H -5.56 2.95 -1.27
69 H -6.47 1.34 0.39
70 H -4.20 3.32 3.55
71 H -3.28 4.92 1.88
72 O -3.61 3.93 -4.26
73 C -2.42 4.04 -4.06
74 C -1.90 4.58 -2.79
75 C -0.59 4.70 -2.57
76 C 0.40 4.28 -3.59
77 O 1.60 4.39 -3.39
78 C -0.12 3.74 -4.87
79 C -1.43 3.63 -5.09
80 H -2.63 4.88 -2.05
81 H -0.19 5.09 -1.65
82 H 0.62 3.45 -5.60
83 H -1.83 3.23 -6.01
84 O 0.99 4.87 6.30
85 C 0.47 4.49 5.27
86 C 0.40 3.05 4.93
87 C -0.16 2.63 3.79
88 C -0.76 3.59 2.83
89 O -1.28 3.20 1.80
90 C -0.69 5.03 3.18
91 C -0.13 5.44 4.31
92 H 0.84 2.36 5.64
93 H -0.22 1.58 3.53
94 H -1.13 5.71 2.46
95 H -0.07 6.49 4.57

Properties
Total charge ... 0
SMILES ... NCCC[C@@H]1CCOC1=O.O=C1C=CC(=O)C=C1.O=C1C=CC(=O)C=C1.O=C1C=CC(=O)C=C1.O=C1C=CC(=O)C=C1.O=C1C=CC(=O)C=C1.O=C1C=CC(=O)C=C1
Gap between HOMO and LUMO ... 7.337 eV
DFT total energy ... -2768.62889 Eh
LUMO energy ... -2.0198 eV

The net atomic charges from Löwdin, expressed in e, are: atom 1 (N): -0.006, atom 2 (C): -0.288, atom 3 (C): -0.182, atom 4 (C): -0.152, atom 5 (C): -0.198, atom 6 (C): -0.082, atom 7 (C): -0.176, atom 8 (O): -0.051, atom 9 (C): -0.332, atom 10 (O): 0.077, atom 11 (H): 0.056, atom 12 (H): 0.051, atom 13 (H): 0.106, atom 14 (H): 0.088, atom 15 (H): 0.114, atom 16 (H): 0.112, atom 17 (H): 0.112, atom 18 (H): 0.126, atom 19 (H): 0.150, atom 20 (H): 0.105, atom 21 (H): 0.132, atom 22 (H): 0.119, atom 23 (H): 0.133, atom 24 (O): 0.106, atom 25 (C): -0.379, atom 26 (C): 0.017, atom 27 (C): 0.025, atom 28 (C): -0.375, atom 29 (O): 0.075, atom 30 (C): 0.029, atom 31 (C): 0.021, atom 32 (H): 0.115, atom 33 (H): 0.121, atom 34 (H): 0.118, atom 35 (H): 0.092, atom 36 (O): 0.097, atom 37 (C): -0.391, atom 38 (C): 0.027, atom 39 (C): 0.029, atom 40 (C): -0.382, atom 41 (O): 0.105, atom 42 (C): 0.017, atom 43 (C): 0.016, atom 44 (H): 0.122, atom 45 (H): 0.095, atom 46 (H): 0.120, atom 47 (H): 0.120, atom 48 (O): 0.077, atom 49 (C): -0.367, atom 50 (C): 0.025, atom 51 (C): 0.027, atom 52 (C): -0.385, atom 53 (O): 0.114, atom 54 (C): 0.026, atom 55 (C): 0.027, atom 56 (H): 0.123, atom 57 (H): 0.125, atom 58 (H): 0.125, atom 59 (H): 0.124, atom 60 (O): 0.081, atom 61 (C): -0.353, atom 62 (C): 0.037, atom 63 (C): 0.029, atom 64 (C): -0.384, atom 65 (O): 0.097, atom 66 (C): 0.027, atom 67 (C): 0.011, atom 68 (H): 0.128, atom 69 (H): 0.125, atom 70 (H): 0.126, atom 71 (H): 0.104, atom 72 (O): 0.104, atom 73 (C): -0.380, atom 74 (C): 0.029, atom 75 (C): 0.020, atom 76 (C): -0.398, atom 77 (O): 0.092, atom 78 (C): 0.019, atom 79 (C): 0.020, atom 80 (H): 0.081, atom 81 (H): 0.122, atom 82 (H): 0.122, atom 83 (H): 0.121, atom 84 (O): 0.116, atom 85 (C): -0.385, atom 86 (C): 0.027, atom 87 (C): 0.029, atom 88 (C): -0.381, atom 89 (O): 0.081, atom 90 (C): 0.018, atom 91 (C): 0.030, atom 92 (H): 0.125, atom 93 (H): 0.122, atom 94 (H): 0.118, atom 95 (H): 0.125

---

(2)
Entry from OMol25: a molecular structure, C29H37AsN3O2RuSe4Si2 (ωB97M-V/def2-TZVPD).

CARTESIAN COORDINATES (ANGSTROEM)
1 Ru -0.93 1.22 -0.84
2 C -3.31 2.33 2.79
3 O -2.94 3.52 2.03
4 C -2.04 3.10 1.15
5 N -1.60 1.90 1.23
6 C -2.26 1.27 2.39
7 C -1.26 0.95 3.48
8 C -0.31 1.89 3.88
9 C 0.57 1.59 4.90
10 C 0.51 0.35 5.54
11 C -0.44 -0.58 5.14
12 C -1.32 -0.28 4.12
13 C -1.47 3.98 0.12
14 C -1.45 5.36 0.11
15 C -0.56 5.99 -0.76
16 C 0.37 5.23 -1.46
17 C 0.27 3.85 -1.38
18 N -0.74 3.26 -0.73
19 C 1.30 2.87 -1.71
20 N 1.23 1.67 -1.27
21 C 2.55 1.06 -1.53
22 C 3.19 2.08 -2.50
23 O 2.42 3.28 -2.31
24 C 2.64 -0.32 -2.14
25 C 1.57 -1.00 -2.69
26 C 1.78 -2.22 -3.34
27 C 3.06 -2.75 -3.45
28 C 4.13 -2.07 -2.88
29 C 3.92 -0.87 -2.23
30 H -4.32 2.06 2.49
31 H -3.28 2.59 3.85
32 H -2.72 0.35 2.05
33 H -0.25 2.84 3.37
34 H 1.32 2.32 5.20
35 H 1.21 0.12 6.33
36 H -0.48 -1.55 5.63
37 H -2.05 -1.01 3.79
38 H -2.08 5.92 0.78
39 H -0.52 7.07 -0.81
40 H 1.18 5.68 -2.01
41 H 3.09 1.05 -0.58
42 H 3.07 1.76 -3.54
43 H 4.23 2.30 -2.29
44 H 0.57 -0.62 -2.58
45 H 0.94 -2.75 -3.76
46 H 3.21 -3.69 -3.95
47 H 5.13 -2.49 -2.94
48 H 4.76 -0.35 -1.78
49 Se -1.03 1.23 -3.31
50 Se -2.47 3.05 -3.48
51 Se -4.34 2.10 -2.41
52 Se -3.26 0.70 -0.92
53 C -0.73 -4.42 -1.49
54 Si -1.83 -2.89 -1.46
55 C -3.51 -3.43 -0.81
56 C -2.08 -2.31 -3.23
57 As -1.04 -1.21 -0.05
58 Si 0.84 -2.04 1.06
59 C 2.16 -3.03 0.16
60 C 1.68 -0.56 1.87
61 C 0.20 -3.20 2.39
62 H -1.22 -5.21 -2.07
63 H -0.54 -4.81 -0.49
64 H 0.23 -4.21 -1.96
65 H -3.96 -4.20 -1.44
66 H -4.19 -2.58 -0.77
67 H -3.42 -3.82 0.21
68 H -2.50 -3.13 -3.82
69 H -1.16 -1.97 -3.70
70 H -2.78 -1.47 -3.27
71 H 2.65 -2.47 -0.63
72 H 1.75 -3.95 -0.27
73 H 2.92 -3.32 0.89
74 H 1.79 0.26 1.17
75 H 2.67 -0.84 2.25
76 H 1.09 -0.20 2.72
77 H -0.29 -4.07 1.94
78 H -0.53 -2.71 3.03
79 H 1.02 -3.57 3.01

Properties
Spin multiplicity ... 2
Total charge ... 0
Energy relative to the best compared isomer or geometry (same formula, charge and spin) ... 0.0 kJ/mol
Gap between HOMO and LUMO (spin up / spin down) ... 5.737 / 4.695 eV
DFT total energy ... -13957.52221 Eh
LUMO energy (spin up / spin down) ... -0.7399 / -1.7321 eV

The net atomic charges from Löwdin, expressed in e, are: atom 1 (Ru): 0.378, atom 2 (C): -0.037, atom 3 (O): 0.037, atom 4 (C): -0.360, atom 5 (N): 0.015, atom 6 (C): -0.274, atom 7 (C): -0.201, atom 8 (C): -0.037, atom 9 (C): -0.080, atom 10 (C): -0.087, atom 11 (C): -0.081, atom 12 (C): -0.050, atom 13 (C): -0.164, atom 14 (C): 0.036, atom 15 (C): -0.021, atom 16 (C): 0.034, atom 17 (C): -0.214, atom 18 (N): -0.037, atom 19 (C): -0.374, atom 20 (N): 0.041, atom 21 (C): -0.226, atom 22 (C): -0.055, atom 23 (O): 0.040, atom 24 (C): -0.202, atom 25 (C): -0.077, atom 26 (C): -0.074, atom 27 (C): -0.081, atom 28 (C): -0.083, atom 29 (C): -0.056, atom 30 (H): 0.130, atom 31 (H): 0.132, atom 32 (H): 0.092, atom 33 (H): 0.117, atom 34 (H): 0.104, atom 35 (H): 0.103, atom 36 (H): 0.108, atom 37 (H): 0.115, atom 38 (H): 0.128, atom 39 (H): 0.115, atom 40 (H): 0.129, atom 41 (H): 0.146, atom 42 (H): 0.142, atom 43 (H): 0.133, atom 44 (H): -0.022, atom 45 (H): 0.095, atom 46 (H): 0.105, atom 47 (H): 0.104, atom 48 (H): 0.119, atom 49 (Se): 0.116, atom 50 (Se): -0.009, atom 51 (Se): 0.023, atom 52 (Se): 0.115, atom 53 (C): -0.223, atom 54 (Si): 0.179, atom 55 (C): -0.242, atom 56 (C): -0.238, atom 57 (As): 0.652, atom 58 (Si): 0.212, atom 59 (C): -0.200, atom 60 (C): -0.206, atom 61 (C): -0.228, atom 62 (H): 0.032, atom 63 (H): 0.016, atom 64 (H): 0.002, atom 65 (H): 0.027, atom 66 (H): 0.008, atom 67 (H): 0.021, atom 68 (H): 0.034, atom 69 (H): -0.007, atom 70 (H): 0.000, atom 71 (H): -0.008, atom 72 (H): 0.013, atom 73 (H): 0.036, atom 74 (H): -0.003, atom 75 (H): 0.035, atom 76 (H): -0.004, atom 77 (H): 0.018, atom 78 (H): -0.007, atom 79 (H): 0.032

---

(3)
Entry from OMol25: C7H13ClSi in the gas phase (ωB97M-V/def2-TZVPD).

CARTESIAN COORDINATES (ANGSTROEM)
1 C 1.22 -2.64 -0.32
2 C 0.08 -2.00 -0.62
3 Si -0.47 -0.70 0.61
4 Cl 0.00 -1.82 2.48
5 C -2.21 -0.12 0.67
6 C -2.58 0.92 1.45
7 C 0.62 0.87 0.79
8 C 0.16 1.99 -0.23
9 C 2.10 0.61 0.67
10 H 1.70 -3.42 -1.00
11 H 1.71 -2.53 0.63
12 H -0.51 -2.27 -1.61
13 H -2.95 -0.78 0.22
14 H -3.53 1.32 1.33
15 H -1.76 1.53 1.72
16 H 0.44 1.26 1.75
17 H -0.73 2.53 0.12
18 H 1.00 2.63 -0.26
19 H -0.10 1.63 -1.22
20 H 2.23 0.21 -0.32
21 H 2.26 -0.36 1.30
22 H 2.75 1.42 0.86

Properties
Total charge ... 0
Energy relative to the best compared isomer or geometry (same formula, charge and spin) ... 39.4 kJ/mol
SMILES ... C=C[Si](Cl)(C=C)C(C)C
Gap between HOMO and LUMO ... 10.270 eV
DFT total energy ... -1024.17897 Eh
LUMO energy ... 0.2826 eV

The net atomic charges from natural (NBO), expressed in e, are: atom 1 (C): -0.317, atom 2 (C): -0.728, atom 3 (Si): 1.645, atom 4 (Cl): -0.462, atom 5 (C): -0.693, atom 6 (C): -0.304, atom 7 (C): -0.661, atom 8 (C): -0.609, atom 9 (C): -0.607, atom 10 (H): 0.203, atom 11 (H): 0.210, atom 12 (H): 0.242, atom 13 (H): 0.220, atom 14 (H): 0.200, atom 15 (H): 0.189, atom 16 (H): 0.223, atom 17 (H): 0.207, atom 18 (H): 0.208, atom 19 (H): 0.203, atom 20 (H): 0.204, atom 21 (H): 0.214, atom 22 (H): 0.212